CH7O2S | ωB97M-V with the def2-TZVPD basis set

Each line ends with the natural charge from an NBO analysis.
Atoms and positions in Å:
C: -0.860 1.235 0.872  -0.724
S: 0.027 -0.311 0.323  -0.745
H: -0.191 1.545 1.624  0.196
H: -1.925 1.191 1.098  0.178
H: -0.932 1.957 0.006  0.172
H: 0.622 1.821 -2.378  0.441
H: 0.370 0.570 -1.833  0.499
O: 0.352 1.042 -2.759  -0.993
H: 1.478 -3.424 1.078  0.441
H: 0.515 -2.357 0.922  0.490
O: 0.545 -3.270 1.047  -0.957

Properties
orbital gap = 6.934 eV
energy above the lowest of the compared OMol25 structures with the same formula, charge and spin = 19.53 kcal/mol
HOMO level = -2.95 eV
LUMO energy = 3.99 eV
total charge = -1
spin multiplicity = 1